This record from the Open Molecules 2025 dataset describes C38H43N3O2S4ScTe as an isolated structure. The level of theory is wB97M-V/def2-TZVPD.

Last column: Löwdin charge in e.
Element x y z (Å)
H1 -5.029 2.973 4.800  0.104
H2 1.832 2.658 -0.765  0.056
C1 4.442 -0.039 2.664  -0.150
C2 1.470 3.147 -1.666  -0.096
H3 5.552 -1.157 -3.864  0.137
H4 -1.195 -4.283 3.282  0.085
H5 0.223 5.216 -4.632  0.108
N1 2.005 0.233 1.333  -0.006
Sc1 0.141 0.966 0.136  0.671
H6 5.297 -0.134 0.718  0.116
H7 3.239 0.118 4.450  0.132
C3 0.475 -4.026 1.957  -0.529
C4 2.076 0.254 2.671  -0.182
C5 -1.070 -3.713 -1.304  -0.518
S1 1.064 -3.161 0.472  0.840
H8 0.560 0.324 -2.948  0.097
C6 3.153 0.083 0.652  -0.193
H9 -3.902 -0.584 1.807  0.094
O1 6.103 0.759 -3.633  -0.035
H10 1.018 -4.067 -1.702  0.071
C7 -0.869 -3.577 2.516  -0.532
C8 -2.496 -1.424 3.221  -0.505
N2 1.764 0.166 -1.294  0.024
C9 -3.905 3.837 3.188  -0.082
H11 -4.715 4.475 2.857  0.108
H12 -3.812 -0.223 -0.734  0.051
S2 -0.758 -1.928 3.275  0.851
C10 1.925 4.698 -3.441  -0.095
H13 -1.747 -3.652 -0.453  0.054
H14 1.151 0.423 3.193  0.047
C11 2.354 3.969 -2.341  -0.078
H15 5.816 0.604 4.148  0.137
C12 0.324 -4.141 -0.863  -0.534
H16 -1.468 -4.439 -2.015  0.087
H17 -2.709 -0.905 4.156  0.069
H18 -5.917 1.939 -2.049  0.107
H19 -2.554 4.551 1.686  0.100
H20 5.750 -1.147 3.907  0.139
H21 -3.876 -1.920 -0.238  0.090
H22 0.433 -5.091 1.723  0.081
C13 0.137 2.980 -2.079  -0.293
C14 5.096 -0.172 -3.973  -0.199
H23 5.111 -0.139 -1.288  0.127
H24 -2.489 2.377 0.475  0.059
C15 -2.685 3.880 2.525  -0.169
C16 -3.024 2.211 4.713  -0.099
C17 1.578 0.183 -2.615  -0.127
C18 -3.999 1.791 -3.007  -0.074
H25 4.773 -0.071 -5.012  0.126
S3 -1.893 -0.932 0.551  0.803
C19 -0.295 3.782 -3.142  -0.019
S4 -0.989 -2.088 -2.110  0.853
C20 3.254 0.098 3.368  0.020
H26 -3.143 1.571 5.580  0.105
H27 -2.646 0.540 2.300  0.049
C21 -4.844 1.949 -1.915  -0.085
C22 -1.624 3.076 2.939  -0.662
H28 5.812 1.645 -3.875  0.101
H29 -0.979 1.646 4.406  0.087
H30 2.400 0.079 -4.584  0.128
C23 -4.081 2.998 4.279  -0.086
H31 0.314 -5.188 -0.557  0.082
H32 -4.931 2.275 0.209  0.113
C24 -2.057 2.035 -1.587  -0.299
C25 -1.804 2.253 4.050  -0.186
H33 -3.338 -2.362 -2.447  0.088
C26 0.592 4.614 -3.811  -0.076
H34 -1.977 1.677 -3.707  0.120
C27 -3.237 -1.143 -0.657  -0.442
C28 2.612 0.054 -3.523  0.030
C29 -2.622 1.825 -2.850  -0.063
H35 -3.103 -2.329 3.210  0.084
N3 -0.662 2.080 -1.358  -0.107
C30 -2.714 -1.566 -2.040  -0.494
C31 5.749 -0.181 3.387  -0.198
C32 -2.842 -0.503 2.049  -0.454
H36 2.606 5.349 -3.972  0.102
H37 3.370 4.068 -1.979  0.109
H38 -4.417 1.640 -3.995  0.112
C33 -4.293 2.136 -0.656  -0.083
C34 3.019 0.051 -0.823  -0.189
C35 4.382 -0.040 1.280  0.072
H39 1.258 -3.904 2.707  0.071
H40 7.646 -0.133 2.925  0.103
H41 -1.329 3.777 -3.448  0.099
Te1 0.271 3.144 1.972  0.930
H42 -1.621 -3.543 1.730  0.047
C36 3.906 -0.072 -3.049  -0.153
C37 -2.915 2.177 -0.497  -0.064
H43 -2.771 -0.724 -2.726  0.049
C38 4.104 -0.070 -1.672  0.073
O2 6.806 -0.099 2.458  -0.045

As for the charge: +1. As for the spin multiplicity: 1. The LUMO energy is -3.13 eV. The calculation puts the HOMO energy at -9.428 eV. As for the frontier orbital gap: 6.295 eV.

=====

This record from the Open Molecules 2025 dataset describes C38H43N6PSSe2Ta as an isolated structure. The level of theory is wB97M-V/def2-TZVPD.

Last column: Löwdin charge in e.
Element x y z (Å)
H1 -1.516 -4.100 1.514  0.124
C1 -1.060 -0.302 -2.665  -0.795
H2 6.376 -3.958 0.670  0.084
H3 -3.522 1.753 -0.933  0.095
H4 -0.934 -0.960 -4.597  0.115
P1 2.217 3.539 -0.498  0.367
H5 7.945 -0.931 -0.956  0.095
H6 7.315 -4.339 -2.264  0.104
H7 8.624 -2.319 -1.791  0.102
C2 3.001 -1.972 -0.180  -0.188
H8 1.334 -0.104 3.024  0.115
C3 5.563 4.056 -2.727  -0.042
H9 -1.208 -6.099 2.590  0.096
H10 8.031 -3.774 0.109  0.104
C4 0.182 5.063 0.611  -0.101
H11 5.959 0.035 -1.495  0.124
H12 1.512 8.321 -1.003  0.126
C5 6.447 4.567 -1.787  -0.028
H13 -0.549 8.352 0.358  0.126
C6 -2.077 0.901 0.357  -0.234
H14 -0.955 -7.620 1.750  0.103
N1 -1.848 0.268 -1.795  0.017
H15 5.870 3.939 -3.757  0.123
C7 0.310 0.251 3.008  -0.156
C8 -3.461 1.357 0.076  0.017
C9 -1.684 0.942 4.104  0.029
N2 0.739 -1.819 0.558  -0.071
N3 -1.292 0.416 -0.561  -0.148
C10 1.142 7.409 -0.556  -0.031
H16 7.448 4.843 -2.088  0.125
N4 2.861 -0.643 -0.427  -0.122
C11 1.482 -6.500 2.194  -0.020
H17 5.657 -4.539 -1.716  0.083
C12 0.432 -6.098 1.144  -0.552
C13 1.350 5.049 -0.154  -0.408
C14 4.197 -2.617 -0.382  0.080
H18 0.694 -7.865 -0.061  0.104
C15 -1.524 0.871 1.720  -0.220
C16 -0.495 6.254 0.791  -0.046
H19 -0.181 4.154 1.077  0.079
C17 -2.267 1.134 2.856  0.051
C18 1.786 -2.645 0.314  -0.195
C19 6.377 -3.811 -2.091  -0.019
C20 -0.016 7.423 0.208  -0.024
Se1 1.228 2.133 -1.897  0.451
C21 1.834 6.223 -0.741  -0.055
H20 6.022 -3.433 -3.051  0.100
H21 2.552 -4.629 0.291  0.120
C22 0.509 -4.598 0.946  -0.097
H22 3.806 1.086 -1.072  0.055
H23 2.498 -6.257 1.879  0.084
H24 0.021 -6.507 -0.964  0.099
H25 0.100 0.297 5.133  0.136
C23 -0.380 0.479 4.183  0.014
N5 -0.244 0.454 1.807  -0.137
H26 3.579 3.322 -3.082  0.084
H27 1.436 -7.577 2.348  0.104
Se2 2.132 2.192 1.259  0.483
H28 7.436 -1.324 -2.615  0.096
C24 7.090 -3.244 0.256  -0.019
Ta1 0.905 0.326 -0.103  1.220
C25 5.318 -1.932 -0.870  -0.094
H29 -3.293 1.462 2.773  0.131
S1 0.599 -0.769 -2.329  0.642
C26 1.698 -4.003 0.501  0.082
H30 -1.244 -1.716 1.145  0.112
N6 -1.519 -0.558 -3.884  0.143
C27 5.149 -0.572 -1.121  0.059
H31 1.291 -6.015 3.153  0.099
H32 -3.783 2.108 0.793  0.092
H33 1.746 -6.548 -0.561  0.084
C28 0.745 -6.785 -0.196  -0.019
C29 3.936 0.031 -0.888  -0.107
C30 4.274 3.707 -2.346  -0.101
C31 3.886 3.880 -1.018  -0.453
C32 7.710 -1.744 -1.645  -0.047
C33 6.057 4.736 -0.462  -0.036
C34 -0.408 -2.380 0.976  -0.079
H34 4.467 4.540 0.960  0.117
H35 -1.393 6.281 1.393  0.119
H36 -4.153 0.511 0.129  0.124
H37 -2.476 -0.331 -4.111  0.136
H38 2.741 6.215 -1.331  0.114
C35 4.775 4.396 -0.069  -0.080
H39 7.259 -2.455 0.990  0.099
C36 6.625 -2.667 -1.092  -0.551
H40 4.283 -3.669 -0.159  0.120
H41 -1.732 -6.296 0.901  0.096
H42 6.753 5.141 0.261  0.124
C37 -0.951 -6.539 1.624  -0.047
H43 -2.253 1.138 5.003  0.140
C38 -0.559 -3.732 1.179  0.054

As for the charge: +3. As for the spin multiplicity: 1. The LUMO energy is -9.92 eV. The calculation puts the HOMO energy at -16.180 eV. As for the frontier orbital gap: 6.256 eV.

=====

This record from the Open Molecules 2025 dataset describes C38H44AgN4P as an isolated structure. The level of theory is wB97M-V/def2-TZVPD.

Last column: Löwdin charge in e.
Element x y z (Å)
C1 4.242 0.096 -2.993  -0.287
H1 2.090 1.855 1.321  0.105
C2 -1.651 -0.563 6.419  -0.104
H2 2.259 -2.912 2.553  0.106
H3 -0.096 1.519 -2.471  0.013
C3 -5.062 1.710 0.049  -0.058
H4 3.557 0.451 -5.005  0.074
H5 -5.844 -1.223 -1.435  0.128
H6 -1.028 -5.821 -2.263  0.088
H7 4.342 4.703 -0.604  0.089
C4 0.989 2.773 -1.184  -0.370
C5 -0.833 1.605 5.800  -0.097
C6 5.542 -0.189 -3.385  -0.057
H8 -3.269 1.904 -2.746  0.124
C7 2.221 -1.518 0.937  -0.308
H9 -0.510 -3.669 0.609  0.087
C8 2.321 -2.597 -0.104  -0.064
H10 -5.409 2.729 -0.121  0.130
C9 6.142 -0.756 -1.134  -0.091
C10 2.167 -0.158 0.579  -0.384
H11 -3.502 -1.441 -1.503  0.102
H12 4.593 -0.555 0.321  0.106
H13 -1.141 0.972 7.828  0.093
H14 -0.478 2.588 6.078  0.098
C11 -1.357 -4.805 -2.473  -0.047
C12 2.223 -1.863 2.281  -0.056
C13 3.411 4.166 -0.726  -0.116
C14 -1.204 0.698 6.784  -0.111
H15 -1.463 -5.117 0.215  0.089
H16 4.367 2.268 -0.931  0.102
C15 -1.712 -0.926 5.085  -0.053
N1 -5.718 0.818 -0.953  -0.104
H17 2.181 -1.187 4.313  0.103
Ag1 -0.341 0.170 -0.217  0.627
C16 -3.807 -0.699 -0.768  -0.176
C17 1.011 4.149 -0.883  -0.073
H18 7.495 -0.850 -2.791  0.096
C18 2.234 2.099 -1.118  -0.361
H19 3.275 -2.538 -0.630  0.073
H20 2.111 1.209 3.684  0.101
C19 -0.227 2.061 -1.527  -0.227
H21 6.875 -1.082 -0.407  0.099
H22 0.284 -5.078 -0.132  0.086
C20 -5.309 1.205 -2.335  -0.064
C21 3.889 -0.055 -1.642  -0.338
H23 -0.945 -4.502 -3.436  0.093
C22 -0.632 -4.482 -0.105  -0.044
H24 -6.728 0.923 -0.872  0.184
C23 -1.386 -0.341 2.697  -0.198
C24 -0.931 -2.626 -1.615  -0.304
C25 6.487 -0.624 -2.469  -0.096
H25 -5.859 0.581 -3.040  0.128
C26 4.851 -0.470 -0.726  -0.100
C27 -3.773 0.988 -2.440  -0.135
C28 2.177 -0.897 3.271  -0.083
H26 2.173 5.892 -0.465  0.093
H27 -5.368 1.384 1.043  0.134
H28 -3.351 -0.965 0.190  0.070
H29 -5.726 -0.872 0.303  0.132
H30 -3.024 1.268 0.769  0.092
C29 3.420 2.794 -0.931  -0.100
P1 2.142 0.278 -1.204  1.047
H31 -3.533 0.218 -3.173  0.129
H32 -5.585 2.248 -2.490  0.130
C30 -3.531 1.579 -0.148  -0.152
C31 -1.344 -0.023 4.084  -0.285
H33 0.071 4.690 -0.861  0.096
H34 -3.089 2.523 -0.466  0.117
C32 -5.351 -0.603 -0.685  -0.062
H35 -2.451 -4.805 -2.549  0.087
C33 -0.914 1.256 4.467  -0.059
H36 5.819 -0.064 -4.425  0.105
N2 -0.894 -3.923 -1.420  -0.203
H37 2.247 -3.580 0.361  0.069
C34 -1.441 -0.563 1.491  -0.150
H38 1.534 -2.491 -0.851  0.044
N3 -0.963 -1.478 -1.789  0.136
H39 3.043 1.664 -3.816  0.083
H40 -1.952 -1.268 7.185  0.096
H41 -0.640 1.962 3.693  0.112
H42 -2.038 -1.920 4.808  0.106
N4 -3.261 0.580 -1.157  -0.180
H43 2.275 0.083 -3.830  0.056
C35 2.136 0.442 2.921  -0.090
C36 2.120 0.806 1.586  -0.084
H44 -1.061 2.765 -1.640  0.003
C37 2.192 4.827 -0.664  -0.114
C38 3.227 0.599 -3.978  -0.073

As for the charge: 0. As for the spin multiplicity: 1. The LUMO energy is -0.68 eV. The calculation puts the HOMO energy at -5.189 eV. As for the frontier orbital gap: 4.512 eV.

=====

This record from the Open Molecules 2025 dataset describes C38H44BBr34FNO7P as an isolated structure. The level of theory is wB97M-V/def2-TZVPD.

Last column: Löwdin charge in e.
Element x y z (Å)
H1 2.132 3.025 2.238  0.116
H2 -5.321 2.095 0.899  0.131
H3 -0.968 -2.947 -0.719  0.112
Br1 0.142 -6.890 11.183  0.536
H4 -7.157 2.992 3.522  0.098
H5 -6.717 -3.929 -1.411  0.101
H6 0.638 -1.150 -2.185  0.124
C1 1.944 -7.205 10.524  -1.595
Br2 -1.684 -5.966 -3.393  0.578
O1 2.301 0.738 -0.697  -0.050
H7 -0.659 1.514 4.740  0.070
Br3 -1.104 -2.937 3.272  0.705
C2 -5.568 4.150 -0.226  -0.166
Br4 -3.391 -3.741 5.395  0.546
H8 5.994 0.448 -2.037  -0.025
H9 -1.475 3.474 0.953  0.131
C3 -4.776 -5.276 -1.083  -0.159
H10 9.179 10.758 -1.155  -0.024
Br5 -3.281 -5.190 2.519  0.581
Br6 7.713 5.538 -1.170  0.535
H11 4.549 0.696 0.911  0.081
Br7 7.184 9.333 -1.620  0.543
O2 -7.263 3.115 1.303  -0.264
Br8 7.411 -5.266 1.306  0.559
O3 4.123 -0.580 -1.811  -0.097
C4 2.720 -0.380 -1.341  -0.205
H12 -4.429 4.416 -0.259  0.101
Br9 -1.966 -8.444 -1.352  0.553
Br10 10.005 8.583 -0.253  0.537
H13 -3.878 -5.431 -1.843  0.012
H14 -5.546 -3.427 -3.641  0.138
C5 -6.184 3.536 -1.616  -0.166
O4 1.387 3.409 2.809  0.025
C6 9.086 9.732 -1.526  -1.592
C7 -0.183 1.482 1.797  0.027
C8 -5.553 -3.833 -1.302  -0.616
B1 0.521 2.239 3.093  -0.427
H15 -3.875 -3.345 -2.775  0.090
C9 -5.799 3.165 1.064  -0.218
Br11 5.419 1.710 -7.107  0.565
Br12 13.304 8.683 -5.262  0.544
C10 -4.329 1.292 -1.831  0.034
H16 -6.980 4.725 2.798  0.098
C11 -2.252 -4.356 3.943  -1.545
Br13 10.993 -0.800 -3.149  0.568
C12 -12.181 -1.371 -0.221  -1.601
N1 0.335 1.772 4.550  0.084
C13 -1.192 2.324 0.808  0.062
Br14 8.675 2.955 0.499  0.565
O5 -2.780 3.449 -2.035  -0.029
Br15 -5.200 -2.660 0.330  0.612
Br16 -3.330 -4.704 9.785  0.553
H17 -5.266 3.596 2.038  0.124
C14 -2.443 -0.818 -1.961  -0.167
C15 -2.918 -6.303 8.757  -1.595
H18 10.433 1.444 -2.213  -0.029
H19 8.074 5.247 1.282  -0.022
Br17 2.707 -5.610 9.712  0.553
H20 -5.543 -6.177 -1.146  0.096
Br18 11.033 10.185 -6.986  0.542
Br19 10.299 1.966 -4.649  0.571
H21 2.132 -2.247 -2.533  0.127
Br20 8.131 0.607 -2.690  0.633
H22 -9.670 0.351 -2.862  -0.004
C16 -0.281 -2.468 0.104  -0.188
C17 5.443 0.474 0.187  -0.109
O6 -1.867 -1.679 -2.818  -0.052
H23 -11.388 -0.646 -0.009  -0.041
C18 -2.999 2.249 -1.492  -0.194
C19 -4.997 -3.034 -2.662  -0.187
C20 -7.536 3.691 2.653  -0.124
H24 6.314 1.238 0.393  0.015
H25 -2.853 -7.133 9.468  -0.030
H26 -5.756 4.142 -2.524  0.125
O7 -9.394 1.360 -0.657  -0.536
H27 7.104 1.770 -5.268  -0.084
Br21 -13.825 -0.359 -0.466  0.548
H28 -0.483 -3.065 1.099  -0.018
Br22 5.789 4.265 1.080  0.577
H29 2.051 -2.407 0.516  0.117
C21 1.314 -2.565 -0.390  -0.158
C22 6.448 2.543 -5.683  -1.604
H30 4.549 1.613 -1.697  0.105
Br23 7.918 -2.358 0.014  0.583
C23 -7.078 0.830 -2.171  -0.205
C24 -0.588 -0.869 0.306  -0.028
F1 1.090 -0.905 2.453  -0.096
C25 -5.240 -1.421 -2.409  -0.147
C26 0.177 -0.127 1.584  -0.028
H31 -7.728 -1.464 -2.680  0.098
C27 4.981 0.548 -1.413  -0.249
Br24 7.596 3.963 -6.354  0.524
H32 -4.328 -5.285 0.017  -0.010
H33 -8.709 3.804 2.799  0.110
C28 -1.621 -0.088 -0.700  0.035
Br25 -1.187 -6.173 7.879  0.514
H34 -1.596 -5.129 4.358  -0.027
H35 1.448 -3.672 -0.781  0.116
C29 -5.867 1.943 -1.869  -0.051
C30 7.356 -3.342 1.594  -1.584
Br26 5.309 3.159 -4.231  0.572
C31 12.148 8.599 -6.824  -1.601
C32 10.021 0.883 -3.058  -1.559
Br27 5.614 -2.756 2.231  0.579
C33 -6.784 -0.780 -2.451  0.003
H36 8.078 -3.117 2.386  -0.022
C34 1.631 -1.581 -1.680  -0.083
Br28 2.019 -8.734 9.324  0.550
Br29 11.092 6.966 -6.857  0.546
H37 2.565 -7.449 11.392  -0.024
H38 -0.586 -8.207 -3.418  -0.024
Br30 -12.287 -2.561 1.315  0.552
P1 -8.926 1.393 -2.199  0.755
H39 -6.133 5.175 0.007  0.134
Br31 -2.777 -8.807 -4.450  0.558
C35 -1.914 1.537 -0.436  -0.002
H40 5.882 -0.614 0.345  -0.027
H41 0.860 0.849 4.588  0.081
H42 -7.354 3.773 -1.593  0.106
Br32 9.923 9.683 -3.281  0.536
C36 7.625 4.592 0.528  -1.570
Br33 -4.336 -6.741 7.500  0.544
Br34 -11.667 -2.321 -1.839  0.520
H43 12.800 8.576 -7.704  -0.025
C37 -4.039 -0.335 -2.089  0.007
H44 -9.109 2.712 -2.750  0.009
C38 -1.611 -7.899 -3.186  -1.594

As for the charge: 0. As for the spin multiplicity: 1. The LUMO energy is -1.75 eV. The calculation puts the HOMO energy at -8.719 eV. As for the frontier orbital gap: 6.974 eV.